# C6H10O

A single C6H10O molecule (ωB97M-V/def2-TZVPD, the OMol25 dataset).

Properties
E_HOMO (spin up / spin down) = -0.26839 / -0.28211 Eh
ΔE to the lowest compared entry with this formula, charge and spin = 414.4 kJ/mol
Total charge = 0

Each line ends with the Mulliken charge.
Positions of all 17 atoms, in Å:
O (-2.432, -0.466, -1.605)  -0.527
C (-1.261, -0.763, -0.995)  -0.008
C (1.005, 0.280, -0.989)  -1.168
C (0.883, 1.303, 0.100)  -0.219
C (0.985, 0.392, 1.298)  -0.547
C (0.166, -0.836, 0.976)  -0.254
C (-1.101, -0.925, 0.358)  -0.719
H (-3.032, -0.067, -0.961)  0.336
H (-0.527, -1.121, -1.697)  0.533
H (0.737, 0.585, -2.002)  0.446
H (1.937, -0.287, -0.974)  0.308
H (-0.096, 1.796, 0.059)  0.236
H (1.652, 2.091, 0.085)  0.315
H (2.035, 0.082, 1.402)  0.243
H (0.695, 0.822, 2.272)  0.310
H (0.322, -1.614, 1.738)  0.313
H (-1.969, -1.272, 0.934)  0.401